Entry 1:
Molecular formula: C4H10N2O
Method: DFT, ωB97M-V/def2-TZVPD

Gap between HOMO and LUMO in eV: 10.1
Energy above the lowest of the compared OMol25 structures with the same formula, charge and spin in kcal per mole: 44.4
Highest occupied orbital energy in hartree: -0.3399

CARTESIAN COORDINATES (ANGSTROEM)
C  -0.482  -0.802  1.422
C  0.066  -1.047  -0.032
C  1.518  -1.188  -0.242
N  -0.665  -0.003  -0.768
C  -0.084  1.311  -0.665
N  -0.878  2.437  -0.662
O  1.113  1.580  -0.453
H  -0.388  -1.694  1.971
H  -0.015  0.027  1.818
H  -1.711  -0.763  1.511
H  -0.450  -1.979  -0.495
H  1.957  -2.204  -0.256
H  2.156  -0.571  0.388
H  1.839  -0.690  -1.170
H  -1.558  -0.130  -1.197
H  -1.831  2.358  -0.585
H  -0.587  3.359  -0.585

Entry 2:
Molecular formula: C2H10N2P
Method: DFT, ωB97M-V/def2-TZVPD

Charge: +1
Gap between HOMO and LUMO in eV: 11.3
Energy above the lowest of the compared OMol25 structures with the same formula, charge and spin in kcal per mole: 9.6
Highest occupied orbital energy in hartree: -0.5351

CARTESIAN COORDINATES (ANGSTROEM)
C  1.230  0.310  -1.067
P  -0.032  -0.086  0.109
C  -1.620  -0.315  -0.818
N  -0.317  1.134  1.165
N  0.721  -1.257  1.307
H  1.112  -0.140  -2.043
H  2.151  -0.027  -0.609
H  1.240  1.395  -1.216
H  -2.484  -0.635  -0.266
H  -1.245  -1.164  -1.469
H  -1.430  0.643  -1.385
H  0.074  2.040  0.993
H  -1.064  1.274  1.861
H  1.037  -2.221  1.152
H  0.626  -0.951  2.286

Entry 3:
Molecular formula: C12H34MnN4P2
Method: DFT, ωB97M-V/def2-TZVPD

Charge: +2
Spin multiplicity: 4
Gap between HOMO and LUMO (alpha / beta) in eV: 9.6 / 4.7
Energy above the lowest of the compared OMol25 structures with the same formula, charge and spin in kcal per mole: 60.1
Highest occupied orbital energy (alpha / beta) in hartree: -0.5766 / -0.5766

CARTESIAN COORDINATES (ANGSTROEM)
Mn  0.000  0.000  0.000
H  1.117  0.453  0.780
H  1.102  -0.438  0.781
P  0.000  2.315  -0.424
P  -0.104  -2.316  -0.408
C  -1.400  -3.272  0.497
H  -1.405  -4.337  0.205
H  -1.218  -3.185  1.581
H  -2.382  -2.822  0.278
C  -0.466  -2.732  -2.168
H  0.315  -2.279  -2.800
H  -0.498  -3.824  -2.327
H  -1.434  -2.283  -2.443
C  1.419  -3.312  -0.082
H  1.662  -3.255  0.993
H  1.287  -4.369  -0.373
H  2.254  -2.872  -0.652
C  -0.514  2.743  -2.143
H  -0.475  3.833  -2.317
H  0.156  2.222  -2.845
H  -1.540  2.373  -2.306
C  -1.122  3.370  0.598
H  -0.831  3.280  1.658
H  -1.083  4.430  0.290
H  -2.152  2.991  0.493
C  1.615  3.200  -0.273
H  2.351  2.696  -0.920
H  1.528  4.262  -0.565
H  1.965  3.135  0.771
H  1.074  -0.021  -1.354
H  -1.221  0.013  -1.122
C  -0.431  0.884  2.801
N  -0.608  -0.422  2.095
C  -2.063  -0.719  2.333
N  -2.364  -0.853  3.776
C  -2.128  0.436  4.440
N  -0.725  0.830  4.251
C  0.139  -0.164  4.896
N  -0.068  -1.475  4.265
C  0.300  -1.364  2.845
C  -1.485  -1.872  4.384
H  -1.167  1.549  2.380
H  0.584  1.312  2.654
H  -2.453  -1.589  1.862
H  -2.703  0.074  1.880
H  -2.372  0.367  5.524
H  -2.807  1.213  4.024
H  1.205  0.146  4.813
H  -0.079  -0.220  5.986
H  0.354  -2.362  2.432
H  1.360  -1.026  2.792
H  -1.745  -2.003  5.458
H  -1.649  -2.862  3.906